Below is a molecular structure, C11H21BF4N3O5SV in a non-equilibrium geometry, with properties calculated with ωB97M-V/def2-TZVPD.

Each line ends with the Mulliken charge.
Geometry (Å):
V 0.4425 -0.7419 -0.0595  0.8261
O 2.5821 -1.4341 0.3895  -0.6075
C 3.2583 -1.3985 -0.8858  -0.3773
C 2.3495 -2.0399 -1.9058  -0.8959
N 1.0432 -1.3557 -1.9462  0.7019
C -0.0046 -2.2980 -2.3890  -0.4335
C -0.3819 -3.1957 -1.2066  0.4286
O -0.7605 -4.3359 -1.3858  -0.7561
O -0.2910 -2.5728 -0.0611  -0.7359
C 1.0169 -0.0975 -2.7188  -0.6264
C -0.2756 0.6663 -2.3573  0.4968
O -0.7340 1.4717 -3.1460  -0.7554
O -0.7798 0.3441 -1.1980  -0.3576
H 2.9226 -0.6838 0.9127  0.4110
H 4.1899 -1.9650 -0.8306  0.4219
H 3.5011 -0.3719 -1.1511  0.1541
H 2.1637 -3.0682 -1.5945  0.4334
H 2.8292 -2.0578 -2.8906  0.3405
H 0.3054 -2.8769 -3.2613  0.3156
H -0.9007 -1.7323 -2.6410  0.3188
H 1.0478 -0.2679 -3.7978  0.3682
H 1.8653 0.5282 -2.4391  0.1985
F 2.7177 3.1226 0.6767  -0.3481
B 2.8626 1.8316 0.2086  0.2110
F 3.5198 1.0219 1.1837  -0.4488
F 3.5571 1.7808 -1.0026  -0.3951
F 1.5404 1.2557 -0.0066  -0.0380
C -3.2223 0.6092 0.4196  -1.3398
N -2.5490 0.0318 1.5912  0.2166
C -2.7843 -1.3999 1.7098  -0.9412
C -1.3364 0.5353 1.9905  0.3902
S -0.0226 -0.4623 2.3850  -0.4597
N -1.2691 1.8936 2.0880  0.3490
C -0.0137 2.5647 2.3740  -0.7696
C -2.4246 2.7098 2.4341  -1.1928
H -3.1050 -0.0568 -0.4349  0.3565
H -2.7718 1.5546 0.1405  0.4782
H -4.2865 0.7502 0.6301  0.3024
H -3.8514 -1.5688 1.5542  0.3187
H -2.5038 -1.7462 2.7007  0.3589
H -2.2128 -1.9752 0.9768  0.3297
H 0.8130 2.0335 1.9304  -0.0078
H 0.1518 2.6336 3.4553  0.3305
H -0.0509 3.5680 1.9492  0.3492
H -3.3344 2.1255 2.4461  0.4055
H -2.5383 3.5372 1.7297  0.3075
H -2.2752 3.1332 3.4335  0.3671

## Properties
Frontier orbital gap (alpha / beta) = 6.273 / 5.528 eV
Spin multiplicity = 2
Net charge = -1
Energy relative to the best compared isomer or geometry (same formula, charge and spin) = 0.0 kcal/mol
<S²> = 0.77

=====

Below is a single C3H2ClNO molecule in a non-equilibrium geometry, with properties calculated with ωB97M-V/def2-TZVPD.

Each line ends with the Mulliken charge.
Geometry (Å):
C -0.9853 -1.3756 0.6392  -0.1185
C -2.5343 0.4552 -0.0224  0.4871
C -0.2124 -0.1761 0.0604  -0.1899
N -1.3936 0.6066 -0.3820  -0.3345
O -3.6401 0.6198 0.1198  -0.3388
Cl -0.6024 -2.8256 -0.1086  -0.0495
H 0.2082 0.3393 0.8330  0.2562
H 0.3122 -0.3701 -0.8351  0.2879

## Properties
Frontier orbital gap = 8.582 eV
Spin multiplicity = 1
Energy relative to the best compared isomer or geometry (same formula, charge and spin) = 72.1 kcal/mol

=====

Below is a single C26H25N3O9S molecule in a non-equilibrium geometry, with properties calculated with ωB97M-V/def2-TZVPD.

Each line ends with the Mulliken charge.
Geometry (Å):
C 3.2340 4.7138 2.3215  -1.1452
C 3.7070 3.3203 1.9313  -0.3408
H 3.7644 2.6641 2.8021  0.3533
H 4.6841 3.3772 1.4404  0.3308
O 2.7851 2.6815 1.0512  -0.2385
C 2.8905 2.9796 -0.2561  0.2237
O 3.7136 3.7483 -0.6977  -0.6634
C 1.8961 2.2529 -1.0525  -1.0037
C 1.8000 2.3862 -2.4010  1.3091
N 0.8113 1.7384 -3.1180  -0.6213
C -0.1393 1.1945 -2.4680  0.4798
N -0.2141 1.0859 -1.1053  0.2787
C -1.4378 0.8061 -0.5603  0.4912
O -1.6812 0.8425 0.6249  -0.6551
C -2.4028 0.5211 -1.6502  0.0659
C -3.7211 0.3127 -1.5095  -0.7934
C -4.4176 0.2350 -0.2284  0.7497
C -5.5253 1.0346 0.0009  -0.6430
C -6.1737 1.0412 1.2309  -0.7131
C -5.7129 0.2358 2.2430  -0.6649
C -4.6253 -0.6173 2.0243  -0.1405
C -3.9692 -0.6509 0.7770  0.6470
O -2.9972 -1.5044 0.4881  -0.5438
H -2.7851 -2.0118 1.3127  0.4526
N -4.2015 -1.4366 3.1062  1.0952
O -4.7804 -1.3520 4.1643  -0.6495
O -3.2575 -2.2074 2.9193  -0.7533
H -6.1747 0.2316 3.2182  0.4972
H -7.0229 1.6853 1.3906  0.3932
H -5.8659 1.6870 -0.7891  0.5188
H -4.3342 0.2459 -2.3983  0.5014
S -1.6170 0.6469 -3.2223  -0.3128
C 1.0184 1.2539 -0.3376  0.1669
C 1.7156 -0.0924 -0.1767  -0.3451
C 1.0300 -1.1426 0.4249  -0.6969
C 1.6458 -2.3732 0.5898  1.0434
C 2.9683 -2.5819 0.1435  0.7391
C 3.6540 -1.5180 -0.4484  -0.4561
C 3.0083 -0.2877 -0.6081  -0.6065
H 3.5753 0.4983 -1.0789  0.6313
O 4.9297 -1.5151 -0.9110  -0.4139
C 5.7508 -2.6604 -0.8372  -0.8014
H 5.3825 -3.4638 -1.4801  0.2682
H 6.7250 -2.3303 -1.1987  0.2907
H 5.8410 -3.0282 0.1859  0.2995
O 3.5934 -3.7984 0.3435  -0.5739
C 3.0097 -4.9175 -0.2951  -0.7539
H 2.8995 -4.7433 -1.3717  0.3149
H 2.0367 -5.1670 0.1313  0.2266
H 3.7025 -5.7411 -0.1294  0.2806
O 1.0536 -3.4432 1.1886  -0.5240
C -0.2880 -3.3336 1.6032  -0.9171
H -0.4170 -2.5586 2.3632  0.3558
H -0.9447 -3.1335 0.7511  0.3435
H -0.5405 -4.3000 2.0363  0.3326
H 0.0273 -0.9836 0.7833  0.7805
H 0.7276 1.6213 0.6541  0.7750
C 2.6688 3.2549 -3.2399  -1.2114
H 3.7079 2.9463 -3.1457  0.2597
H 2.3500 3.1830 -4.2753  0.3929
H 2.6168 4.2871 -2.9004  0.3029
H 2.2424 4.6644 2.7652  0.2981
H 3.9244 5.1447 3.0409  0.4022
H 3.1978 5.3519 1.4420  0.2903

## Properties
Frontier orbital gap = 7.296 eV
Spin multiplicity = 1

=====

Below is a molecular structure, C22H28Cl2MgNO2S3 in a non-equilibrium geometry, with properties calculated with ωB97M-V/def2-TZVPD.

Each line ends with the Mulliken charge.
Geometry (Å):
Mg 1.4869 -1.2101 0.9983  0.4153
C 3.7607 -3.7757 0.3249  -0.6046
C 4.4774 -2.4578 0.0670  -0.7449
S 4.0508 -1.0254 1.1012  -0.0601
C 4.4755 -1.4483 2.8148  -0.9176
C 3.6256 -2.4902 3.5355  -0.5493
S 1.8279 -2.1535 3.4671  -0.0310
C 1.1273 -3.8074 3.1911  -0.7011
C 1.6386 -4.6172 2.0010  -0.7221
S 1.9278 -3.7231 0.4308  -0.0206
H 4.1308 -4.2346 1.2374  0.3091
H 3.9874 -4.4524 -0.4985  0.5158
H 4.2745 -2.0947 -0.9412  0.3436
H 5.5517 -2.6241 0.1522  0.5306
H 4.3825 -0.4842 3.3169  0.4226
H 5.5243 -1.7438 2.8469  0.5146
H 3.9124 -2.4858 4.5867  0.5156
H 3.7918 -3.4925 3.1493  0.1818
H 0.0624 -3.6001 3.0820  0.4255
H 1.2681 -4.3905 4.1008  0.4697
H 0.9003 -5.3849 1.7727  0.4603
H 2.5683 -5.1318 2.2325  0.4535
Cl 3.1303 2.0448 -2.8896  -0.1302
C 2.7484 1.4527 -1.2739  -0.1269
Cl 1.9364 -0.1298 -1.3736  -0.1405
H 2.0692 2.1437 -0.7882  0.2135
H 3.6686 1.3291 -0.7164  0.3254
C -3.4990 2.3888 -4.9828  -1.5820
C -3.8947 1.7710 -3.6678  0.8784
C -5.2393 1.5600 -3.3804  -0.7838
C -5.6435 1.0520 -2.1568  -0.8445
C -4.6940 0.7689 -1.1911  -0.2304
C -3.3481 0.9746 -1.4614  -1.0572
N -2.3909 0.7500 -0.4227  0.0305
C -2.0193 1.7304 0.4515  0.7462
C -2.7462 2.9374 0.5347  -0.6136
C -2.3827 3.9304 1.4115  -0.6179
C -1.2721 3.7869 2.2484  -0.7676
C -0.5400 2.6301 2.1789  -0.5626
C -0.8851 1.5951 1.2917  0.0610
C -0.0032 0.4342 1.2456  1.7292
O -0.3332 -0.6720 0.6733  -1.0604
O 1.1726 0.5003 1.7495  -0.9111
C -2.9291 1.4510 -2.7066  1.3380
C -1.4638 1.6524 -2.9850  -1.4143
H -4.3830 2.7075 -5.5320  0.3949
H -2.9483 1.6863 -5.6123  0.3485
H -2.8653 3.2632 -4.8264  0.3369
H -5.9791 1.8016 -4.1341  0.3674
H -6.6936 0.8895 -1.9532  0.4064
H -4.9835 0.4106 -0.2110  0.4979
H -1.8389 -0.0908 -0.4211  0.3522
H -3.6114 3.0621 -0.0998  0.3997
H -2.9763 4.8345 1.4567  0.4100
H -0.9910 4.5774 2.9303  0.4138
H 0.3236 2.4785 2.8109  0.4654
H -1.1377 2.6520 -2.6791  0.3171
H -1.2447 1.5480 -4.0462  0.4750
H -0.8654 0.9256 -2.4411  0.1288

## Properties
Frontier orbital gap = 7.543 eV
Spin multiplicity = 1
Net charge = +1
Energy relative to the best compared isomer or geometry (same formula, charge and spin) = 0.0 kcal/mol